(1)
Here is a 14-piece molecular cluster, C34H106O44P10 overall at a distorted geometry from the Open Molecules 2025 dataset. Energies are from wB97M-V/def2-TZVPD.

```
! RIJCOSX wB97M-V def2-TZVPD def2/J DEFGRID3
* xyz 0 1
C -2.202 -1.236 4.039
O -2.366 -1.931 5.275
P -1.862 -1.367 6.722
O -2.631 -0.136 7.112
O -2.050 -2.563 7.770
C -3.361 -3.139 8.050
O -0.268 -1.229 6.573
C 0.405 -0.549 7.600
H -1.300 -0.626 4.057
H -3.035 -0.546 3.903
H -2.180 -1.919 3.190
H -4.055 -2.561 7.440
H -3.703 -2.960 9.070
H -3.486 -4.211 7.897
H 1.371 -0.160 7.276
H 0.629 -1.300 8.357
H -0.148 0.236 8.116
C 3.169 5.434 0.979
O 2.195 4.914 0.040
P 2.369 5.213 -1.553
O 2.262 6.649 -1.910
O 1.465 4.098 -2.278
C 1.267 4.170 -3.694
O 3.880 4.695 -1.895
C 4.254 3.372 -1.663
H 2.704 5.962 1.811
H 4.076 5.966 0.691
H 3.597 4.509 1.365
H 2.241 4.027 -4.163
H 0.794 5.084 -4.053
H 0.622 3.356 -4.024
H 3.936 3.040 -0.674
H 5.326 3.334 -1.472
H 4.062 2.652 -2.458
C -4.233 -0.897 -9.754
O -3.796 -0.791 -8.437
P -3.219 -2.060 -7.603
O -3.849 -3.364 -7.990
O -3.438 -1.672 -6.028
C -3.008 -2.585 -5.024
O -1.627 -1.936 -7.771
C -1.002 -0.755 -7.275
H -3.421 -1.267 -10.381
H -4.479 0.097 -10.126
H -5.078 -1.577 -9.865
H -2.445 -2.078 -4.240
H -2.327 -3.360 -5.377
H -3.895 -2.994 -4.541
H -1.794 -0.146 -6.838
H -0.465 -0.255 -8.081
H -0.259 -0.947 -6.502
C 2.279 -0.863 -0.136
O 0.897 -0.761 -0.468
P -0.174 -0.496 0.677
O 0.209 -1.088 1.965
O -0.387 1.115 0.603
C 0.704 1.980 0.822
O -1.627 -1.030 0.031
C -1.994 -0.726 -1.293
H 2.619 -1.824 -0.524
H 2.606 -0.670 0.886
H 2.843 -0.165 -0.755
H 1.595 1.527 1.255
H 0.341 2.796 1.446
H 1.050 2.405 -0.120
H -2.933 -0.202 -1.474
H -2.278 -1.718 -1.642
H -1.237 -0.465 -2.033
C 2.438 -4.645 1.200
O 3.154 -3.439 1.302
P 3.787 -2.919 2.721
O 4.092 -1.505 2.809
O 2.758 -3.481 3.851
C 1.759 -2.635 4.362
O 5.045 -3.921 2.862
C 5.753 -3.827 4.137
H 1.384 -4.434 1.023
H 2.348 -5.207 2.130
H 2.922 -5.263 0.444
H 1.724 -2.487 5.441
H 0.752 -2.854 4.008
H 1.894 -1.608 4.023
H 6.717 -3.494 3.751
H 5.771 -4.832 4.558
H 5.333 -3.144 4.875
C 3.965 -1.329 -3.683
O 3.385 -0.924 -4.877
P 3.122 0.651 -5.085
O 2.416 1.027 -6.338
O 2.248 1.056 -3.747
C 0.887 0.797 -3.834
O 4.581 1.359 -4.758
C 5.711 1.051 -5.514
H 3.442 -2.168 -3.224
H 4.298 -0.575 -2.968
H 4.885 -1.857 -3.931
H 0.457 1.319 -4.689
H 0.362 1.115 -2.933
H 0.675 -0.264 -3.965
H 6.431 0.312 -5.161
H 6.349 1.916 -5.696
H 5.436 0.683 -6.503
C -8.801 -0.691 3.648
O -7.412 -0.754 3.379
P -6.719 0.014 2.195
O -7.265 -0.344 0.881
O -5.120 -0.342 2.386
C -4.222 -0.018 1.409
O -6.793 1.540 2.664
C -8.026 2.229 2.523
H -9.380 -0.250 2.836
H -8.943 -0.112 4.560
H -9.138 -1.716 3.804
H -3.816 -0.934 0.980
H -3.455 0.590 1.889
H -4.690 0.515 0.582
H -7.980 3.314 2.434
H -8.635 2.096 3.417
H -8.677 1.841 1.740
C -6.088 -1.783 -2.093
O -6.320 -1.688 -3.467
P -7.748 -2.253 -3.976
O -7.829 -3.740 -3.786
O -8.877 -1.347 -3.236
C -10.256 -1.493 -3.551
O -7.803 -1.745 -5.488
C -6.906 -2.241 -6.490
H -5.594 -0.865 -1.774
H -5.491 -2.677 -1.912
H -6.978 -1.888 -1.472
H -10.547 -0.567 -4.048
H -10.865 -1.597 -2.653
H -10.383 -2.354 -4.207
H -7.458 -2.959 -7.096
H -6.131 -2.852 -6.028
H -6.452 -1.466 -7.108
C 0.708 6.239 4.739
O 0.648 4.815 4.394
P 1.986 3.962 4.689
O 3.273 4.610 4.332
O 1.887 3.632 6.254
C 2.176 4.543 7.304
O 1.763 2.540 3.956
C 0.785 1.609 4.329
H 1.701 6.601 5.004
H -0.097 6.408 5.454
H 0.368 6.877 3.923
H 2.896 4.075 7.975
H 1.295 4.926 7.819
H 2.735 5.425 6.991
H 0.262 1.910 5.237
H 1.355 0.788 4.764
H 0.074 1.217 3.601
C 9.354 3.419 2.166
O 8.107 3.146 2.715
P 7.047 2.110 2.057
O 7.019 2.101 0.577
O 5.558 2.411 2.809
C 4.422 1.690 2.286
O 7.427 0.648 2.683
C 7.679 0.579 4.081
H 9.562 4.486 2.087
H 9.685 2.920 1.255
H 10.016 2.988 2.917
H 4.151 1.007 3.091
H 4.720 1.153 1.386
H 3.624 2.409 2.102
H 7.915 1.521 4.575
H 8.560 -0.034 4.271
H 6.769 0.218 4.561
C -2.235 2.821 -2.157
O -2.709 2.063 -3.311
H -2.736 2.524 -1.236
H -1.151 2.734 -2.083
H -2.454 3.870 -2.357
H -2.293 2.434 -4.093
C 6.069 -1.066 -0.020
O 5.829 0.041 -0.838
H 7.008 -1.525 -0.329
H 6.037 -0.813 1.040
H 5.213 -1.722 -0.180
H 6.345 0.755 -0.457
C -2.110 -6.018 -2.698
O -2.369 -4.639 -2.435
H -1.476 -6.383 -1.890
H -3.053 -6.563 -2.754
H -1.544 -6.205 -3.611
H -2.531 -4.563 -1.492
C 0.784 -3.451 -2.394
O 1.088 -3.870 -3.667
H 0.739 -2.362 -2.412
H -0.192 -3.806 -2.064
H 1.536 -3.828 -1.701
H 1.131 -4.829 -3.676
*
```

Summary:
energy	-219972.8750	eV
ΔE to the lowest compared entry with this formula, charge and spin	0.0	kJ/mol


(2)
Here is C34H13BCl92N2O2 as an isolated structure at a distorted geometry from the Open Molecules 2025 dataset. Energies are from wB97M-V/def2-TZVPD.

```
! RIJCOSX wB97M-V def2-TZVPD def2/J DEFGRID3
* xyz 0 1
C 8.558 -3.688 1.004
C 8.810 -2.116 0.977
C 7.460 -1.463 1.413
C 7.182 -1.437 2.875
C 5.977 -0.892 3.323
C 4.983 -0.349 2.396
N 3.816 0.117 2.955
C 2.938 0.560 2.063
C 1.571 1.058 2.614
B 0.910 -0.216 3.360
O -0.205 -0.898 2.818
O 1.429 -0.706 4.587
C 3.223 0.586 0.621
N 4.344 0.151 0.017
C 5.216 -0.341 0.978
C 6.510 -0.920 0.511
H 8.684 -4.070 2.044
H 7.512 -3.825 0.642
H 9.264 -4.263 0.356
H 9.115 -1.801 -0.050
H 9.636 -1.871 1.678
H 7.878 -1.835 3.630
H 5.749 -0.884 4.405
H 1.713 1.820 3.422
H 0.911 1.460 1.824
H 0.089 -1.775 2.517
H 1.944 -1.490 4.320
H 2.422 0.996 -0.045
H 6.740 -0.938 -0.568
C 11.961 -6.129 -0.433
Cl 11.648 -4.397 -0.628
Cl 10.778 -6.821 0.691
Cl 11.821 -6.933 -2.006
Cl 13.594 -6.366 0.209
C -0.889 0.561 -1.399
Cl -0.776 -0.895 -2.402
Cl -2.119 0.329 -0.153
Cl 0.678 0.867 -0.618
Cl -1.334 1.943 -2.413
C -1.759 2.280 -6.478
Cl -0.936 1.909 -8.002
Cl -3.512 2.244 -6.726
Cl -1.327 1.077 -5.255
Cl -1.272 3.890 -5.921
C -5.752 2.056 -0.088
Cl -6.897 3.393 -0.262
Cl -5.358 1.827 1.624
Cl -6.469 0.572 -0.736
Cl -4.265 2.425 -0.970
C -7.017 -3.036 1.627
Cl -6.090 -1.531 1.738
Cl -6.127 -4.207 0.639
Cl -7.260 -3.696 3.251
Cl -8.585 -2.704 0.876
C 9.913 1.607 2.919
Cl 8.663 0.507 2.271
Cl 9.385 2.213 4.495
Cl 11.439 0.722 3.107
Cl 10.162 2.968 1.812
C -6.863 4.303 -7.371
Cl -8.038 5.621 -7.518
Cl -6.483 4.044 -5.660
Cl -7.550 2.820 -8.055
Cl -5.382 4.722 -8.248
C -11.471 -0.041 2.278
Cl -12.634 1.279 2.089
Cl -11.094 -0.255 3.993
Cl -12.169 -1.539 1.634
Cl -9.984 0.341 1.391
C -3.713 -5.102 4.581
Cl -3.590 -6.564 3.588
Cl -4.923 -5.350 5.850
Cl -2.139 -4.758 5.323
Cl -4.197 -3.738 3.566
C 11.643 -2.000 -3.702
Cl 12.128 -3.700 -3.753
Cl 10.174 -1.781 -4.656
Cl 11.321 -1.516 -2.022
Cl 12.940 -0.993 -4.363
C -10.807 4.666 -0.559
Cl -10.456 2.989 -0.114
Cl -9.463 5.706 -0.057
Cl -11.018 4.781 -2.315
Cl -12.293 5.191 0.249
C 2.692 4.663 0.367
Cl 3.236 2.973 0.240
Cl 1.175 4.855 -0.526
Cl 2.431 5.069 2.071
Cl 3.924 5.739 -0.316
C 8.050 -9.944 1.672
Cl 8.962 -10.437 0.239
Cl 6.320 -9.920 1.297
Cl 8.353 -11.089 2.989
Cl 8.571 -8.324 2.165
C -4.226 -4.117 9.977
Cl -3.398 -4.529 8.468
Cl -5.978 -4.157 9.716
Cl -3.789 -5.290 11.230
Cl -3.743 -2.494 10.493
C 12.368 -12.152 -1.481
Cl 12.040 -10.420 -1.661
Cl 11.185 -12.864 -0.373
Cl 12.249 -12.942 -3.061
Cl 13.999 -12.378 -0.829
C -10.420 9.030 -6.757
Cl -10.282 7.605 -7.801
Cl -11.619 8.719 -5.492
Cl -8.849 9.368 -6.013
Cl -10.928 10.423 -7.724
C 7.646 2.215 -2.477
Cl 7.849 3.278 -3.880
Cl 7.539 0.535 -3.022
Cl 9.014 2.411 -1.382
Cl 6.171 2.625 -1.611
C -14.482 3.038 -4.598
Cl -14.457 1.274 -4.765
Cl -13.107 3.559 -3.607
Cl -14.371 3.785 -6.201
Cl -15.993 3.535 -3.818
C -14.790 -5.169 2.172
Cl -16.214 -4.841 1.172
Cl -13.622 -3.848 1.987
Cl -15.276 -5.290 3.870
Cl -14.046 -6.693 1.660
C 9.225 6.130 5.134
Cl 10.108 5.603 3.691
Cl 7.491 6.177 4.777
Cl 9.523 5.000 6.465
Cl 9.775 7.747 5.605
C -4.704 2.382 -11.780
Cl -5.872 3.706 -11.931
Cl -4.324 2.125 -10.071
Cl -5.399 0.902 -12.461
Cl -3.224 2.799 -12.659
C -2.564 7.000 0.568
Cl -3.745 8.316 0.452
Cl -2.139 6.736 2.266
Cl -3.266 5.516 -0.098
Cl -1.111 7.430 -0.348
C -2.914 3.569 4.479
Cl -2.134 3.195 2.932
Cl -4.673 3.530 4.276
Cl -2.426 2.372 5.688
Cl -2.426 5.186 5.019
*
```

Summary:
energy	-1195275.4464	eV


(3)
Here is a 22-piece molecular cluster, C34H17Cl84N2O overall at a distorted geometry from the Open Molecules 2025 dataset. Energies are from wB97M-V/def2-TZVPD.

```
! RIJCOSX wB97M-V def2-TZVPD def2/J DEFGRID3
* xyz 1 1
O 0.324 -3.934 1.763
C 0.668 -3.335 0.692
C -0.405 -2.932 -0.457
C -0.808 -1.378 -0.387
C -2.371 -1.104 -0.110
C -2.726 -1.503 1.416
C -2.691 -0.093 2.213
C -2.519 1.078 1.100
N -2.390 0.412 -0.034
N 2.128 -3.062 0.535
C 2.376 -1.584 0.652
C 2.400 -0.796 -0.710
C 2.599 0.753 -0.795
C 2.761 1.490 0.588
C 2.763 0.707 1.951
C 2.559 -0.853 2.029
H -1.285 -3.657 -0.495
H 0.172 -3.082 -1.450
H -0.228 -0.874 0.461
H -0.531 -0.855 -1.377
H -3.098 -1.432 -0.923
H -3.830 -1.794 1.350
H -2.033 -2.261 1.946
H -1.914 -0.003 3.043
H -3.788 0.050 2.559
H -2.513 2.218 1.259
H -2.254 0.939 -0.923
H 2.596 -3.478 1.356
H 2.248 -1.342 -1.697
H 2.590 1.334 -1.779
H 2.902 2.633 0.589
H 2.891 1.236 2.954
H 2.531 -1.429 3.028
C 4.475 -4.556 -2.299
Cl 5.490 -5.565 -3.367
Cl 3.380 -5.603 -1.375
Cl 5.514 -3.651 -1.180
Cl 3.515 -3.418 -3.269
C -4.103 2.920 4.773
Cl -5.067 1.528 4.237
Cl -5.098 4.388 4.714
Cl -3.543 2.648 6.433
Cl -2.698 3.110 3.704
C 0.643 -1.988 5.518
Cl 0.118 -0.513 4.674
Cl 0.338 -1.813 7.258
Cl -0.261 -3.383 4.895
Cl 2.381 -2.238 5.242
C 6.074 -2.453 -6.638
Cl 7.304 -3.141 -7.720
Cl 5.756 -3.588 -5.308
Cl 6.664 -0.912 -5.976
Cl 4.572 -2.173 -7.543
C 1.894 1.899 7.671
Cl 0.186 2.207 7.294
Cl 2.731 3.442 7.940
Cl 2.008 0.900 9.135
Cl 2.649 1.043 6.307
C 11.412 -4.662 -7.665
Cl 10.886 -3.760 -6.227
Cl 10.658 -3.960 -9.113
Cl 13.179 -4.566 -7.812
Cl 10.922 -6.363 -7.509
C 9.584 -4.738 -0.235
Cl 9.046 -3.898 1.237
Cl 8.805 -3.998 -1.659
Cl 11.351 -4.615 -0.375
Cl 9.122 -6.451 -0.140
C 4.225 -7.065 2.149
Cl 3.215 -5.608 2.019
Cl 4.357 -7.544 3.854
Cl 3.482 -8.383 1.218
Cl 5.844 -6.719 1.502
C 11.384 -0.380 -0.591
Cl 10.411 -1.770 -1.120
Cl 10.387 1.091 -0.630
Cl 11.963 -0.659 1.065
Cl 12.774 -0.181 -1.680
C -7.100 7.374 2.034
Cl -8.112 8.826 1.882
Cl -6.991 6.904 3.745
Cl -7.823 6.046 1.099
Cl -5.473 7.719 1.409
C 3.005 -4.882 -10.425
Cl 4.623 -4.538 -9.781
Cl 3.006 -6.470 -11.221
Cl 1.833 -4.883 -9.089
Cl 2.558 -3.630 -11.604
C -10.367 6.153 -2.468
Cl -9.330 5.158 -3.514
Cl -11.470 5.101 -1.557
Cl -9.351 7.077 -1.336
Cl -11.316 7.272 -3.471
C -6.952 9.564 7.325
Cl -8.702 9.259 7.318
Cl -6.117 8.230 6.497
Cl -6.612 11.088 6.479
Cl -6.375 9.674 9.001
C -1.224 -3.819 -6.181
Cl -1.426 -2.394 -7.223
Cl -2.796 -4.614 -5.954
Cl -0.089 -4.953 -6.943
Cl -0.582 -3.311 -4.601
C 7.424 -10.369 0.750
Cl 9.033 -9.975 1.392
Cl 7.486 -11.934 -0.087
Cl 6.259 -10.459 2.088
Cl 6.919 -9.105 -0.394
C -6.930 3.743 8.617
Cl -6.577 5.144 7.583
Cl -5.934 3.825 10.085
Cl -8.649 3.754 9.065
Cl -6.560 2.246 7.731
C -9.613 11.218 -1.148
Cl -10.074 9.821 -2.143
Cl -10.190 12.712 -1.917
Cl -10.340 11.067 0.468
Cl -7.843 11.276 -0.996
C 4.036 -8.419 -7.784
Cl 2.328 -8.108 -8.158
Cl 4.897 -6.875 -7.579
Cl 4.148 -9.361 -6.282
Cl 4.776 -9.336 -9.114
C -11.465 6.921 2.675
Cl -11.081 8.312 1.634
Cl -10.477 6.996 4.150
Cl -13.186 6.969 3.114
Cl -11.120 5.410 1.808
C -4.281 1.298 -3.368
Cl -4.727 -0.098 -4.369
Cl -4.860 2.789 -4.135
Cl -5.021 1.133 -1.759
Cl -2.508 1.366 -3.205
C -1.947 7.833 3.221
Cl -0.349 8.224 3.888
Cl -1.875 6.262 2.391
Cl -3.136 7.753 4.538
Cl -2.430 9.089 2.063
*
```

Summary:
energy	-1092425.4466	eV